(1)
One molecule with the formula C7H10N2. Source: OMol25; level of theory: the ωB97M-V functional and the def2-TZVPD basis.

LUMO energy (alpha / beta) = -0.610 / -0.607 eV
frontier orbital gap (alpha / beta) = 6.59 / 6.60 eV
energy above the lowest of the compared OMol25 structures with the same formula, charge and spin = 547.0 kJ/mol

```
! wB97M-V def2-TZVPD RIJCOSX def2/J DEFGRID3
* xyz 0 1
C 2.101 -0.580 -0.830
C -0.117 0.044 1.867
C -0.426 -1.013 -1.139
C 0.647 -0.427 -0.544
C 0.016 0.515 0.421
N 0.436 1.835 0.336
N -0.753 -1.765 -2.102
C -1.551 0.058 -0.242
C -2.736 0.348 -0.137
H 0.276 2.460 1.111
H 0.516 2.223 -0.591
H -1.680 -2.175 -2.039
H 2.691 -0.695 0.085
H 2.508 0.279 -1.374
H 2.257 -1.459 -1.457
H -0.778 0.706 2.430
H -0.511 -0.967 1.904
H 0.876 0.055 2.324
H -3.772 0.556 -0.025
*
```

***

(2)
One molecule with the formula C7H10N2. Source: OMol25; level of theory: the ωB97M-V functional and the def2-TZVPD basis.

LUMO energy = 0.977 eV
frontier orbital gap = 9.92 eV
energy above the lowest of the compared OMol25 structures with the same formula, charge and spin = 345.8 kJ/mol

```
! wB97M-V def2-TZVPD RIJCOSX def2/J DEFGRID3
* xyz 0 1
C -1.993 0.740 2.208
C 1.113 -1.509 -1.785
C -0.276 1.866 0.943
C 1.537 -0.287 -0.993
C -0.198 -1.417 -0.850
C -1.519 1.002 0.832
C -0.151 0.366 0.759
N -2.053 0.570 3.348
N 0.183 -0.046 -0.508
H 0.912 -1.312 -2.796
H 1.587 -2.409 -1.838
H 0.030 2.424 0.060
H 0.030 2.280 1.886
H 2.274 -0.175 -0.260
H 1.808 0.570 -1.668
H -1.219 -1.582 -1.148
H 0.074 -1.990 0.061
H -2.207 1.034 0.076
H 0.069 -0.126 1.674
*
```

***

(3)
One molecule with the formula C7H10N2O2. Source: OMol25; level of theory: the ωB97M-V functional and the def2-TZVPD basis.

LUMO energy = 0.631 eV
frontier orbital gap = 9.70 eV
energy above the lowest of the compared OMol25 structures with the same formula, charge and spin = 461.4 kJ/mol

```
! wB97M-V def2-TZVPD RIJCOSX def2/J DEFGRID3
* xyz 0 1
C -0.929 0.207 -0.805
C 0.194 -0.889 -0.642
C 1.159 1.297 0.193
C -0.250 1.459 -0.419
C 1.571 -0.127 -0.390
C -1.667 1.054 0.219
C 1.916 -1.318 0.600
N -0.193 -2.577 1.304
N 0.615 -1.797 0.431
O -2.752 1.894 -0.235
O 2.767 -1.729 1.293
H -1.421 0.173 -1.835
H 0.167 -1.340 -1.657
H 1.765 2.071 -0.016
H 1.120 1.251 1.348
H -0.418 2.310 -0.989
H 2.283 -0.041 -1.187
H -1.764 0.744 1.308
H -0.711 -1.937 1.908
H -2.557 2.224 -1.186
H -0.894 -2.928 0.755
*
```

***

(4)
One molecule with the formula C7H10N2O2. Source: OMol25; level of theory: the ωB97M-V functional and the def2-TZVPD basis.

LUMO energy = 0.344 eV
frontier orbital gap = 9.79 eV
energy above the lowest of the compared OMol25 structures with the same formula, charge and spin = 145.6 kJ/mol

```
! wB97M-V def2-TZVPD RIJCOSX def2/J DEFGRID3
* xyz 0 1
C -0.771 -1.286 1.057
C -1.695 -1.051 -0.115
C -1.623 1.277 -0.148
C -0.204 1.487 -0.674
C 0.858 1.329 0.432
C 1.363 -0.099 0.743
C 1.917 -0.810 -0.496
N 0.374 -0.919 1.403
N -2.169 0.060 -0.509
O -2.226 2.128 0.453
O -2.148 -2.192 -0.634
H -1.259 -1.955 1.772
H 0.002 0.808 -1.500
H -0.154 2.514 -1.039
H 1.734 1.912 0.136
H 0.469 1.762 1.358
H 2.169 0.001 1.480
H 1.123 -1.019 -1.214
H 2.368 -1.758 -0.207
H 2.672 -0.186 -0.972
H -2.800 -2.003 -1.327
*
```

***

(5)
A 2-piece molecular cluster, C7H10N2O5 overall. Source: OMol25; level of theory: the ωB97M-V functional and the def2-TZVPD basis.

LUMO energy = -0.461 eV
frontier orbital gap = 9.50 eV
energy above the lowest of the compared OMol25 structures with the same formula, charge and spin = 0.0 kJ/mol

```
! wB97M-V def2-TZVPD RIJCOSX def2/J DEFGRID3
* xyz 0 1
O 4.872 -2.911 0.096
C 4.031 -2.075 0.220
C 2.689 -2.000 -0.414
C 2.006 -1.026 0.201
C 0.602 -0.593 -0.066
C -0.371 -1.738 0.324
O -1.618 -1.310 0.798
C 2.896 -0.456 1.252
O 2.622 0.271 2.148
O 4.163 -0.982 1.054
H 2.367 -2.644 -1.218
H 0.521 -0.357 -1.128
H 0.352 0.293 0.518
H -0.463 -2.414 -0.536
H 0.094 -2.291 1.141
H -2.048 -0.765 0.128
C -2.537 2.251 -0.378
O -1.820 1.367 0.068
N -3.066 2.202 -1.638
N -2.862 3.353 0.354
H -3.656 2.917 -2.018
H -2.842 1.405 -2.203
H -2.487 3.412 1.283
H -3.446 4.093 0.015
*
```

***

(6)
One molecule with the formula C7H10N2OS. Source: OMol25; level of theory: the ωB97M-V functional and the def2-TZVPD basis.

LUMO energy = 0.387 eV
frontier orbital gap = 10.31 eV
energy above the lowest of the compared OMol25 structures with the same formula, charge and spin = 107.4 kJ/mol

```
! wB97M-V def2-TZVPD RIJCOSX def2/J DEFGRID3
* xyz 0 1
C 2.566 0.197 -0.717
C 1.292 0.477 0.084
O 1.084 -0.501 1.109
C 0.060 0.638 -0.823
C -1.245 0.530 -0.037
C -2.317 1.293 -0.698
N -3.035 1.989 -1.264
C -1.755 -0.924 0.303
S -0.913 -2.318 -0.502
C -1.764 -1.134 1.756
N -1.812 -1.352 2.883
H 3.137 1.118 -0.850
H 2.355 -0.189 -1.713
H 3.205 -0.483 -0.157
H 1.420 1.446 0.577
H 1.136 -0.068 1.966
H 0.091 -0.009 -1.697
H 0.115 1.662 -1.205
H -1.077 1.034 0.918
H -2.789 -1.005 -0.029
H 0.132 -2.482 0.324
*
```

***

(7)
C7H10N2S as an isolated structure. Source: OMol25; level of theory: the ωB97M-V functional and the def2-TZVPD basis.

LUMO energy = -0.304 eV
frontier orbital gap = 8.38 eV
energy above the lowest of the compared OMol25 structures with the same formula, charge and spin = 185.9 kJ/mol

```
! wB97M-V def2-TZVPD RIJCOSX def2/J DEFGRID3
* xyz 0 1
C -2.685 1.532 0.348
C -1.440 1.294 -0.158
C -2.687 -0.599 0.109
C -0.325 -0.883 -0.576
C 1.601 -0.316 1.281
C 2.354 -0.360 -1.137
C 1.280 0.022 -0.075
N -3.391 0.410 0.527
N -1.442 -0.155 -0.338
S -0.263 -2.434 -0.960
H -3.041 2.478 0.710
H -0.721 1.788 -0.716
H -3.022 -1.557 -0.039
H 1.749 -1.374 1.433
H 2.533 0.173 1.728
H 0.702 -0.146 2.104
H 3.158 0.286 -0.881
H 2.071 0.104 -2.156
H 2.629 -1.376 -1.039
H 0.938 1.113 -0.162
*
```

***

The records above give, respectively, calculated total energy values of -382.04381, -382.12047, -532.58127, -532.70154, -758.48938, -855.63139, -780.33464 Eh.
The records above give, respectively, largest force on an atom values of 0.904, 4.287, 5.879, 1.216, 1.011, 0.639, 5.357 eV Å⁻¹.